No. 1
The following is a quantum chemistry calculation of one molecule with the formula C23H30N4O4 in a non-equilibrium geometry, from OMol25.

Structure (XYZ):
```
61
Properties=species:S:1:pos:R:3:forces:R:3
C -0.098168 0.140695 -0.427561 -0.2 -0.2 0.0
C -0.351204 -2.583592 -0.006756 0.1 1.3 -0.2
C 3.149002 2.370673 0.448327 0.3 -0.1 0.4
N 1.975440 -2.866172 -0.574180 0.1 -0.6 0.1
H -3.753709 -0.938449 -0.294707 0.1 0.2 0.0
C 4.390478 4.098424 -0.905001 0.1 -0.2 0.3
C -2.477783 0.589727 0.098133 0.1 -0.2 0.0
N -0.580388 -3.953813 0.250362 -0.3 -0.8 0.1
C -1.455516 -1.734843 0.142737 0.1 0.1 0.0
H -4.272875 2.604332 0.583775 0.0 0.0 0.0
H -9.448698 -2.054563 -0.657309 0.1 0.0 0.0
H -6.546889 3.538038 0.782073 0.0 0.1 0.0
H -7.921346 -2.281299 0.228082 0.0 0.0 0.0
O -1.718522 -4.316510 0.494989 0.0 -0.1 0.0
H 2.298916 0.750864 1.581506 0.1 0.0 0.1
C 4.235554 -2.418423 0.307495 -0.2 0.3 -0.1
C 3.289423 1.096213 1.273753 -0.3 0.1 -0.1
H 4.613927 1.481764 -1.676415 0.0 0.0 -0.1
H 1.825427 -3.843346 -0.331306 -0.1 0.4 -0.1
C 0.991544 -0.664757 -0.587524 0.0 0.1 0.0
H 4.123162 -3.329498 0.898380 0.1 0.0 0.0
H -7.898041 -1.854819 -1.508095 0.0 0.0 0.0
H -5.932232 -1.202006 -0.398322 0.0 -0.1 0.0
C -6.416271 2.498546 0.522484 -0.2 -0.2 -0.1
C 0.918984 -2.064727 -0.390815 -0.3 -0.3 0.1
H 4.619485 -1.212740 2.053128 -0.1 0.0 0.0
C -4.970720 0.646124 0.080094 -0.3 0.4 0.1
H 1.945548 -0.226992 -0.826673 0.1 0.0 0.0
H 5.371238 4.437120 -1.231337 0.1 0.1 -0.1
C 3.912515 -1.221353 1.204093 0.1 -0.2 0.0
H 3.333582 -1.534720 -1.436610 0.0 -0.1 -0.1
C 5.257342 0.461909 0.098417 0.0 0.0 -0.3
H 5.124806 3.107162 0.849592 0.0 0.0 0.0
H 5.883396 0.668344 0.986470 0.0 -0.1 0.0
H 3.704061 -3.260499 -1.602599 0.0 0.1 0.0
C -1.357693 -0.380404 -0.076124 0.3 -0.2 0.0
H 5.269868 -2.371631 -0.032863 0.1 -0.1 0.0
O -2.261558 1.762745 0.329956 0.0 0.1 0.0
N 3.920634 0.044714 0.489463 0.1 0.0 0.2
H 6.198793 1.992363 -1.080185 0.0 0.0 -0.1
C -6.085808 -0.164051 -0.141734 -0.2 -0.2 -0.1
H 3.873771 1.313694 2.186418 0.0 0.0 0.0
C 5.189155 1.709601 -0.776728 0.1 0.0 0.4
C -5.134913 1.983536 0.414029 0.3 0.0 0.0
C -7.363969 0.361580 -0.029794 0.1 0.2 0.0
C -7.524169 1.707783 0.305469 -0.1 -0.1 0.0
H 2.518856 2.168417 -0.419281 -0.1 0.0 -0.1
C 3.321520 -2.494220 -0.921564 0.4 0.1 0.1
C -8.421891 -1.706277 -0.557920 0.0 -0.2 -0.1
C 4.516018 2.857899 -0.027563 -0.2 0.0 -0.4
O -8.512917 -0.343146 -0.224517 0.1 0.3 0.1
O 0.365379 -4.741529 0.217695 0.0 -0.1 0.0
H 5.729094 -0.344700 -0.465613 0.0 0.0 0.1
H 3.791076 3.881763 -1.786651 -0.1 0.0 -0.1
H 2.659047 3.135966 1.051979 -0.1 0.1 0.0
H 3.912327 4.906282 -0.356152 -0.1 0.1 0.0
H -8.524433 2.100633 0.388216 -0.1 0.1 0.0
H 2.907544 -1.356212 1.613859 0.0 0.0 0.1
H -2.371454 -2.201180 0.476353 0.0 0.0 0.0
N -3.717024 0.040263 -0.046717 -0.1 -0.4 -0.1
H -0.018734 1.209319 -0.558700 0.1 0.1 0.0
```
Positions in Å, forces in eV/Å.

Maximum force = 1.3 eV Å⁻¹
Gap between HOMO and LUMO = 7.5717 eV
SMILES = COc1cccc(NC(=O)c2ccc(NCCCN3CCC(C)CC3)c([N+](=O)[O-])c2)c1
Calculated total energy = -38486.6042 eV
HOMO = -8.107 eV
Total charge = 0

No. 2
The following is a quantum chemistry calculation of C23H30N4O5 as an isolated structure in a non-equilibrium geometry, from OMol25.

Structure (XYZ):
```
62
Properties=species:S:1:pos:R:3:forces:R:3
C -0.904504 -3.905586 -1.983787 12.8 0.5 -11.3
H -0.580737 -4.265683 -0.017867 -1.2 2.4 -1.6
O 1.842881 -0.016418 3.110999 2.4 2.1 0.5
C -0.228481 2.629017 0.022641 5.8 6.7 -2.3
C -1.250892 -3.593205 -0.806173 0.9 0.7 14.8
C -0.909759 3.838879 0.102554 -5.6 -4.2 2.4
H -2.858673 2.843395 -0.172558 -1.2 -3.1 -0.1
O 1.195109 -0.254441 -1.275260 -6.4 0.4 -1.9
C 5.342647 -2.634154 0.305195 2.0 2.8 1.9
H -3.755906 -4.497852 -2.678327 -2.1 -2.5 -1.8
H 5.788214 -3.618499 0.347455 -0.7 -0.5 0.8
H -3.634317 -2.659143 -2.093606 1.2 -3.7 -0.8
C 0.853842 -0.453166 2.609459 -2.3 2.3 5.3
C -3.087319 -3.908234 -2.227947 1.9 7.5 4.9
C -0.382943 5.031384 0.415148 5.5 6.0 -1.9
C -2.593589 3.649978 0.387495 2.8 6.3 -1.8
H 5.521589 -2.388049 -0.731314 0.6 0.9 -0.2
C 1.835912 3.939701 0.007224 -0.9 8.5 -0.1
H 1.597358 6.096071 0.411027 -0.2 0.8 -0.3
H -1.335561 -1.256972 -2.665664 -5.8 -0.1 -3.1
H -1.790911 0.599478 -1.811413 -7.9 -1.3 -1.6
H -1.214394 -0.802923 2.989264 0.1 0.1 0.0
H -3.178807 -3.947716 0.152261 0.0 0.6 -0.6
C -1.015394 1.073836 1.999727 0.2 5.0 11.5
O -1.711256 -0.476941 0.509115 4.2 4.0 0.4
N 2.032643 -2.969855 0.350970 -12.8 0.1 3.0
N -0.558845 -1.379727 -2.207187 3.4 -3.2 -0.6
H -0.485831 1.635141 -2.279740 -0.4 0.3 -0.8
H -1.464520 6.230558 1.653883 -0.8 0.8 -0.2
H -1.779144 6.453139 -0.053870 -3.8 0.7 -2.9
C -0.540150 0.059891 3.119695 -0.3 -3.4 -8.3
H -0.413181 1.936868 2.312582 0.8 0.0 -1.1
H 0.549502 -2.722472 -3.371038 3.0 -0.7 -9.5
H 3.573471 -0.811140 1.939037 1.9 3.6 2.8
H 2.817153 4.068874 -0.275313 2.3 0.3 -0.2
C 1.290349 2.806951 -0.102877 -5.1 -7.9 -1.5
C 1.961046 -1.944438 1.214671 -0.5 -2.8 -1.7
H -0.522489 7.223195 0.659298 3.2 3.4 -0.1
C 3.203373 -1.466766 1.321783 2.8 -3.5 -3.1
C -0.936880 0.932132 -1.600426 6.2 1.5 -1.4
H 1.795001 1.867832 -0.548885 -0.6 1.4 1.3
C 1.012712 5.247261 0.119118 -0.1 -5.7 2.3
H -0.094297 -1.836943 1.428122 2.7 0.8 1.9
C -2.533434 -4.156103 -0.709401 -5.2 -4.7 -1.0
C -0.961001 0.673721 0.732231 -7.6 -6.5 -7.9
H -0.229638 -4.790371 -2.301911 -1.2 0.5 1.4
H -1.353420 -2.561560 -0.445669 0.8 0.1 -0.6
N 0.857455 -1.577344 1.987689 -4.1 -4.6 -6.5
N -0.775068 1.480235 -0.371028 -1.1 -3.0 6.3
C -1.084792 6.416968 0.641953 -0.1 -6.7 3.8
H -1.939965 1.673451 2.636172 1.1 -2.1 -3.0
H -0.733254 0.333785 4.035766 0.2 2.2 4.9
H -2.875714 3.987742 1.438981 0.2 -1.3 -1.5
C 3.943736 -2.352823 0.580254 1.1 -2.8 -0.2
H 5.846295 -1.928147 1.136259 -0.2 -1.5 -2.4
C 0.182617 -2.629166 -2.539426 -5.5 0.0 10.8
H 0.937908 -2.748944 -1.852041 1.9 0.4 1.6
O -1.809399 -3.681236 -2.851779 -7.5 -0.5 -4.8
H -2.375991 -5.275944 -0.635923 -0.5 0.8 -0.1
H -3.049312 4.469662 -0.385920 0.8 -1.3 2.1
O 3.124663 -3.404901 0.052662 6.9 3.6 0.0
C -0.155709 -0.282285 -1.734342 11.9 0.1 4.2
```
Positions in Å, forces in eV/Å.

Maximum force = 17.0 eV Å⁻¹
Gap between HOMO and LUMO = 7.8911 eV
Calculated total energy = -40516.9856 eV
HOMO = -8.009 eV
Total charge = 0